Version 1
27
Properties=species:S:1:pos:R:3 method="wB97M-V/def2-TZVPD" s2=0.77 orbital_gap_ev="3.038 / 6.433" spin_multiplicity=2 charge=-1
C -2.59128 -2.21434 1.53497
C -0.19287 -0.65112 -0.90891
C -0.45340 -1.53236 0.20703
C -1.86080 -1.53266 0.41213
C -2.44202 -0.80881 -0.59977
C 1.06475 -0.58484 -1.51279
C 2.11328 -1.39127 -0.93681
C 0.64609 -2.19395 0.81139
C 1.90384 -2.15223 0.20369
N -1.42320 -0.23109 -1.37009
H -1.62627 0.07044 -2.29843
H 1.33283 0.22836 -2.18026
H -3.49338 -0.80042 -0.83069
H 3.09821 -1.41625 -1.38645
H 0.47702 -2.77525 1.71499
H -3.54295 -1.82775 1.88978
H -1.85371 -2.36136 2.32570
H 2.73917 -2.67855 0.64867
H -2.89959 -3.21346 1.18593
C 0.56712 3.80011 -0.34686
C 1.66812 3.20543 0.56471
H 0.18662 4.67470 0.18000
H 0.96475 4.10380 -1.31438
H -0.21034 3.05627 -0.48984
H 1.65586 2.12100 0.53545
H 2.67251 3.58150 0.36229
H 1.49963 3.52413 1.59858

***

Version 2
27
Properties=species:S:1:pos:R:3 method="wB97M-V/def2-TZVPD" s2=0.77 orbital_gap_ev="2.616 / 6.095" spin_multiplicity=2 charge=-1
C -2.89257 -3.62558 -0.24848
C -2.03345 -3.71693 0.97712
H -4.01842 -3.55708 -0.17721
H -2.65703 -2.82668 -0.93823
H -3.12126 -4.60773 -0.68911
H -2.24226 -3.09582 1.86068
H -1.01055 -3.41446 0.71187
H -1.97493 -4.63964 1.54603
C -0.58290 0.77467 1.85502
C -0.71203 0.45032 -0.72057
C -0.19301 0.98716 0.44054
C 1.29879 1.36690 -1.34319
C 1.06053 1.59536 0.07591
C 2.42612 1.96142 -1.92586
C 1.90292 2.56413 0.71098
C 3.33239 2.76884 -1.26815
C 3.15235 2.89849 0.11701
N 0.11808 0.81631 -1.81077
H -1.62574 -0.08401 -0.95246
H 0.04734 0.33839 -2.69126
H -0.77181 -0.34172 2.02069
H -1.62029 1.09137 2.07745
H 2.64867 1.54123 -2.91690
H 1.48883 3.04247 1.59525
H 4.23760 3.06918 -1.75992
H 3.71959 3.55863 0.75515
H 0.02304 1.08478 2.69839

***

Version 3
27
Properties=species:S:1:pos:R:3 method="wB97M-V/def2-TZVPD" s2=0.77 orbital_gap_ev="2.832 / 6.157" spin_multiplicity=2 charge=-1
C -0.31472 -3.10080 1.20044
C 1.04458 -1.16701 0.07203
C 0.59839 -2.49573 0.18255
C 2.07810 -1.14933 -0.91598
C 1.34427 -3.28217 -0.68766
C 0.63624 0.08585 0.61833
C 1.35095 1.25960 0.30908
C 2.30025 1.24510 -0.69008
C 2.69221 0.03153 -1.34803
N 2.29180 -2.43873 -1.28355
H -0.16243 0.05656 1.35881
H 1.02432 2.15210 0.78886
H 2.78149 2.16301 -1.02535
H 0.20039 -3.58473 2.03369
H -1.00068 -3.87919 0.87541
H 1.42094 -4.34524 -0.85895
H 2.97061 -2.71895 -1.96733
H 3.33710 0.04722 -2.22119
H -0.90153 -2.29339 1.63123
C -2.90532 2.66368 0.99016
C -2.91963 3.17670 -0.45965
H -3.24674 1.62625 0.99555
H -1.95151 2.90614 1.44285
H -3.77010 3.12935 1.47460
H -2.66918 4.23868 -0.50142
H -3.92208 3.09903 -0.88862
H -2.30771 2.57447 -1.12580

***

Version 4
27
Properties=species:S:1:pos:R:3 method="wB97M-V/def2-TZVPD" s2=0.77 orbital_gap_ev="3.147 / 6.370" spin_multiplicity=2 charge=-1
C -1.65752 2.08894 -2.66382
C -1.05265 0.71660 -0.51223
C -1.16502 1.93368 -1.23376
C -0.54357 0.97092 0.87852
C -0.77352 2.95415 -0.33017
C -0.87582 -1.60619 -0.04727
C -0.41316 -1.31447 1.19653
C -1.03304 -0.57285 -0.95951
C -0.23498 0.00671 1.81007
N -0.36571 2.37663 0.89382
H -1.20856 -2.56650 -0.35590
H -0.30925 -2.25929 1.78513
H -1.60696 -0.58089 -1.94711
H -0.13431 0.40146 2.89407
H -2.02108 1.06084 -2.84792
H -0.81200 2.39419 -3.24308
H -0.85707 4.04394 -0.44075
H -0.55652 2.87956 1.68273
H -2.56745 2.66639 -2.76742
C 3.12983 -3.60050 -0.00322
C 3.44641 -2.56789 1.13597
H 2.19733 -3.53135 -0.66611
H 3.96587 -3.68620 -0.63082
H 3.05835 -4.69658 0.40676
H 4.52789 -2.49905 1.13470
H 2.79281 -2.86528 2.09924
H 3.12922 -1.45233 1.01313

***

The most stable arrangement is version 3, and the next structure is 1.4 kcal/mol less stable.

***

Version 1
9
Properties=species:S:1:pos:R:3 method="wB97M-V/def2-TZVPD" orbital_gap_ev="9.569 / 9.569" spin_multiplicity=1 charge=0
C -0.55501 0.93581 -1.27964
C -1.15609 0.99133 -0.07582
C -3.30306 -0.14001 0.01411
F -0.97117 1.64260 1.05026
F -3.07152 -1.44834 -0.26184
F -3.91711 0.42138 -0.99035
F -3.90181 -0.06273 1.24609
H 0.55230 1.37188 -1.45835
H -1.01736 0.33576 -2.02776

***

Version 2
9
Properties=species:S:1:pos:R:3 method="wB97M-V/def2-TZVPD" orbital_gap_ev="10.115 / 8.434" spin_multiplicity=1 charge=0
C -0.60227 -0.74061 0.50524
C -1.67925 -0.30066 -0.05756
C 1.65030 0.55097 -0.22974
F -2.91868 -0.78528 0.13340
F -1.75736 0.71164 -0.91716
F 2.58172 -0.13999 0.38861
F 1.47794 1.74091 0.29900
H -0.35598 -1.51767 1.18450
H 1.60359 0.48070 -1.30629

***

Version 3
9
Properties=species:S:1:pos:R:3 method="wB97M-V/def2-TZVPD" orbital_gap_ev=10.581 spin_multiplicity=1 charge=0
C 0.58000 0.26439 -0.76010
C -0.17203 1.07288 -1.52610
C -0.51411 0.09917 1.06002
F 0.13943 1.46528 -2.77489
F -1.32724 1.47589 -1.21093
F -1.70782 -0.24631 0.75751
F -0.47520 1.34750 1.50512
H 1.51772 -0.17582 -0.88342
H 0.07245 -0.64695 1.45894

***

The most stable arrangement is version 3, and the next structure is 20.4 kcal/mol less stable.

***

Version 1
14
Properties=species:S:1:pos:R:3 method="wB97M-V/def2-TZVPD" orbital_gap_ev="7.361 / 7.009" spin_multiplicity=1 charge=0
C 0.96359 0.49993 0.21548
C 0.04298 1.50201 0.13260
C 0.77824 -0.82975 0.53225
C -1.85022 -0.01038 -0.54755
C -1.42808 1.30016 0.00894
C 1.44584 -1.96637 -0.08477
Cl -3.31774 -0.54654 0.06882
H 2.00705 0.81942 0.17312
H 0.39490 2.51947 0.03185
H -1.90954 1.56984 0.95744
H -1.80275 2.01358 -0.73824
H 1.76831 -2.68449 0.66983
H 2.26788 -1.73829 -0.77319
H 0.63956 -2.44858 -0.64660

***

Version 2
14
Properties=species:S:1:pos:R:3 method="wB97M-V/def2-TZVPD" orbital_gap_ev="7.765 / 7.833" spin_multiplicity=1 charge=0
C 1.16498 0.36937 -0.33494
C 0.42916 0.66176 0.97389
C 0.06162 -0.16441 -1.20822
C -0.88891 -0.01695 0.81655
C -1.22888 -0.25004 -0.64917
C -0.92200 -1.39374 0.31255
Cl 0.45468 -2.43683 0.54780
H 1.50014 1.20632 -1.02882
H 2.06056 -0.18197 -0.06901
H 0.93831 0.28460 1.76237
H 0.19193 1.63292 1.17745
H 0.07529 -0.07622 -2.30103
H -1.76083 0.44342 1.21278
H -2.07605 -0.07823 -1.21222

***

The most stable arrangement is version 2, and the next structure is 46.4 kcal/mol less stable.